1.
C4H18BO17 | ωB97M-V with the def2-TZVPD basis set

DFT total energy (a.u.): -1467.5201
Spin multiplicity: 1
Max |F| (eV/A): 1.61
Frontier orbital gap (eV): 10.23
ΔE to the lowest compared entry with this formula, charge and spin (eV): 0.532
Charge: -1
HOMO level (Eh): -0.306

Cartesian coordinates (Å):
O: 2.116 -1.362 1.860
C: 1.230 -1.314 1.064
O: 1.055 -0.404 0.105
B: -0.310 -0.600 -0.426
O: -0.847 -1.842 0.146
C: -0.015 -2.240 1.094
O: -0.123 -3.165 1.834
O: -0.230 -0.656 -1.890
C: -0.882 0.325 -2.441
O: -0.920 0.579 -3.617
C: -1.550 1.100 -1.303
O: -1.203 0.568 -0.175
O: -2.189 2.118 -1.467
O: 0.290 -6.242 2.346
H: -0.621 -5.952 2.453
H: 0.748 -5.462 2.014
O: -1.935 3.843 -4.068
H: -1.281 3.430 -4.640
H: -2.263 3.116 -3.521
O: 4.425 -2.091 3.704
H: 3.856 -1.946 2.944
H: 3.799 -2.401 4.392
O: -5.167 1.906 -1.121
H: -4.219 1.720 -1.183
H: -5.209 2.819 -0.822
O: -2.202 1.165 -6.011
H: -1.811 0.890 -5.161
H: -1.614 0.799 -6.678
O: 0.498 1.777 1.988
H: 0.941 1.425 2.767
H: 0.775 1.197 1.261
O: 3.862 1.200 1.398
H: 3.382 1.177 0.564
H: 3.364 0.614 1.979
O: -0.461 4.532 -1.014
H: -0.970 3.716 -0.894
H: 0.297 4.270 -1.544
O: 2.120 -3.084 4.736
H: 1.660 -2.558 5.401
H: 1.602 -2.966 3.926

2.
C30H24BBrCl3GdN6O2S3 | ωB97M-V with the def2-TZVPD basis set

<S²>: 15.7613
DFT total energy (a.u.): -7576.4726
Spin multiplicity: 8
Max |F| (eV/A): 1.33
Frontier orbital gap (alpha / beta) (eV): 4.49 / 4.49
ΔE to the lowest compared entry with this formula, charge and spin (eV): 4.118
Charge: -2
HOMO level (alpha / beta) (Eh): -0.022 / -0.022

Cartesian coordinates (Å):
Gd: -0.126 0.074 0.728
Br: -0.737 -5.715 5.805
C: -0.656 -4.069 4.823
C: -1.645 -3.115 5.018
C: -1.560 -1.923 4.331
C: -0.517 -1.645 3.416
O: -0.459 -0.496 2.832
C: 0.460 -2.670 3.206
C: 1.518 -2.562 2.231
N: 1.615 -1.629 1.354
C: 2.561 -1.627 0.343
C: 3.354 -2.678 -0.036
C: 4.267 -2.587 -1.110
C: 4.496 -1.372 -1.714
C: 3.788 -0.230 -1.331
C: 4.147 1.055 -1.721
C: 3.609 2.154 -1.073
C: 2.769 1.923 0.031
N: 2.281 0.769 0.393
C: 2.565 -0.365 -0.476
C: 0.376 -3.859 3.940
H: -2.470 -3.308 5.691
H: -2.316 -1.159 4.463
H: 2.253 -3.371 2.255
H: 3.259 -3.629 0.478
H: 4.828 -3.465 -1.410
H: 5.283 -1.269 -2.457
H: 4.908 1.183 -2.486
H: 3.883 3.167 -1.337
H: 2.518 2.769 0.667
H: 1.126 -4.626 3.786
Cl: 0.961 7.627 1.763
C: 0.585 6.027 1.172
C: 0.560 4.959 2.055
C: 0.264 3.705 1.569
Cl: 0.254 2.329 2.626
C: -0.021 3.417 0.200
O: -0.300 2.251 -0.211
C: 0.039 4.568 -0.638
Cl: -0.199 4.332 -2.339
C: 0.330 5.837 -0.175
H: 0.771 5.095 3.107
H: 0.365 6.668 -0.865
C: 0.516 -4.042 -1.552
N: -0.642 -3.326 -2.020
C: -0.950 -3.100 -3.343
C: -1.997 -2.252 -3.357
N: -2.329 -1.939 -2.058
B: -3.530 -1.055 -1.632
N: -3.148 0.471 -1.731
C: -3.261 1.174 -2.913
C: -3.348 2.488 -2.636
N: -3.254 2.607 -1.264
C: -3.366 3.835 -0.521
C: -3.124 1.364 -0.717
S: -2.970 1.070 0.953
C: -1.482 -2.596 -1.236
S: -1.478 -2.617 0.467
H: 0.574 -5.018 -2.040
H: 0.415 -4.169 -0.476
H: 1.417 -3.462 -1.761
H: -0.381 -3.541 -4.143
H: -2.536 -1.835 -4.189
H: -4.420 -1.230 -2.441
H: -3.852 -1.310 -0.516
H: -3.277 0.669 -3.863
H: -3.420 3.344 -3.283
H: -2.726 4.601 -0.959
H: -3.059 3.638 0.503
H: -4.402 4.187 -0.520
S: 1.041 -0.494 -1.655

3.
C21H22N4O4S | ωB97M-V with the def2-TZVPD basis set

DFT total energy (a.u.): -1731.0055
SMILES: CN(C)S(=O)(=O)c1ccc(C(=O)Nc2nnc(-c3ccc4c(c3)CCCC4)o2)cc1
Spin multiplicity: 1
Max |F| (eV/A): 18.76
Frontier orbital gap (eV): 7.20
ΔE to the lowest compared entry with this formula, charge and spin (eV): 19.049
HOMO level (Eh): -0.292

Cartesian coordinates (Å):
C: -1.863 -4.113 -1.691
N: -0.606 -3.773 -0.979
C: -0.180 -4.858 -0.068
S: -0.742 -2.182 -0.229
O: -1.419 -1.381 -1.161
O: -1.500 -2.580 0.935
C: 0.771 -1.951 0.085
C: 1.270 -1.924 1.472
C: 2.666 -1.412 1.344
C: 3.401 -1.099 0.255
C: 4.887 -0.569 0.548
O: 5.767 -1.359 0.772
N: 4.996 0.624 0.270
C: 4.151 1.421 -0.128
N: 4.290 2.656 -0.702
N: 3.231 3.419 -0.965
C: 2.210 2.580 -0.246
C: 0.768 2.718 -0.367
C: 0.298 3.824 -0.936
C: -1.155 4.115 -1.104
C: -2.012 3.094 0.018
C: -1.354 2.089 0.569
C: -0.090 1.918 0.594
C: -2.183 0.985 1.212
C: -3.614 1.126 0.902
C: -4.107 2.409 1.009
C: -3.519 3.192 -0.057
O: 2.680 1.471 0.373
C: 2.951 -1.274 -0.939
C: 1.531 -1.400 -1.069
H: -2.878 -4.406 -1.111
H: -2.196 -3.169 -2.356
H: -1.607 -4.844 -2.541
H: 0.653 -4.564 0.486
H: 0.014 -5.849 -0.577
H: -1.074 -4.911 0.596
H: 0.619 -1.952 2.078
H: 3.074 -1.505 2.478
H: 5.925 0.949 0.142
H: 0.845 4.311 -1.472
H: -1.590 4.933 -1.404
H: 0.577 0.913 1.103
H: -1.715 0.044 1.250
H: -2.072 1.168 2.369
H: -4.223 0.341 1.665
H: -3.693 0.772 0.000
H: -5.193 2.475 0.602
H: -3.941 2.936 2.170
H: -3.695 4.336 -0.080
H: -3.924 3.008 -1.044
H: 3.544 -1.183 -1.905
H: 1.025 -1.569 -2.162

4.
C13H21N2O3 | ωB97M-V with the def2-TZVPD basis set

DFT total energy (a.u.): -842.8009
Spin multiplicity: 1
Max |F| (eV/A): 5.29
Frontier orbital gap (eV): 7.74
ΔE to the lowest compared entry with this formula, charge and spin (eV): 3.169
Charge: +1
HOMO level (Eh): -0.459

Cartesian coordinates (Å):
C: -1.040 0.138 3.401
C: -2.256 -0.856 3.689
O: -3.394 -0.332 3.864
O: -2.173 -2.272 3.816
C: -1.380 -2.867 2.750
C: -2.082 -2.761 1.293
C: -1.016 -2.777 0.070
C: -1.033 -1.297 -0.584
C: 0.219 -1.031 -1.573
C: 0.361 0.454 -2.088
C: 1.567 0.776 -3.007
C: 2.563 -0.366 -3.352
C: 2.309 -1.794 -2.812
N: 1.168 -2.055 -1.953
H: -0.008 -0.263 3.678
H: -1.211 1.069 4.068
H: -1.049 0.547 2.320
H: -1.349 -4.000 2.987
H: -0.289 -2.520 2.757
H: -2.777 -3.665 1.111
H: -2.701 -1.808 1.173
H: -1.287 -3.558 -0.739
H: 0.031 -3.047 0.482
H: -2.036 -1.002 -1.042
H: -0.864 -0.569 0.303
H: -0.383 1.284 -1.783
H: 1.731 1.820 -3.428
H: 3.486 -0.184 -3.999
H: 3.002 -2.676 -3.068
H: 1.057 -3.023 -1.607
O: -0.445 3.958 -1.419
C: 0.674 4.275 -1.043
N: 1.327 5.327 -1.601
C: 1.411 3.544 0.046
H: 2.248 5.625 -1.324
H: 0.853 5.834 -2.333
H: 1.543 2.502 -0.251
H: 0.826 3.591 0.966
H: 2.394 3.980 0.234